(1)
Formula: C3H3NO
Source: OMol25
Level of theory: ωB97M-V/def2-TZVPD

Element x y z (Å)
C  -0.749  -0.652  -0.095
C  -0.748  0.693  0.001
O  0.566  1.072  0.345
C  1.255  -0.071  0.184
N  0.541  -1.133  0.021
H  -1.564  -1.336  -0.286
H  -1.566  1.405  0.015
H  2.265  0.023  -0.186

Its structure (SMILES) is c1cocn1. As for the total charge: 0. The energy above the lowest of the compared OMol25 structures with the same formula, charge and spin comes out at 45.42 kJ/mol.

Formally, the Mulliken partial charges of the atoms, in units of the elementary charge, are as follows: number 1, C, carries -0.21; number 2, C, carries -0.16; number 3, O, carries -0.27; number 4, C, carries 0.04; number 5, N, carries -0.47; number 6, H, carries 0.37; number 7, H, carries 0.36; number 8, H, carries 0.34

(2)
Formula: C36H38MgO2P2
Source: OMol25
Level of theory: ωB97M-V/def2-TZVPD

Element x y z (Å)
Mg  -3.287  -0.835  0.933
C  -1.591  -0.593  6.800
C  -0.881  -0.075  5.785
C  0.507  -0.449  5.338
C  0.547  -1.457  4.160
C  -0.140  -2.759  4.398
C  -0.499  -3.335  5.541
C  -0.321  -2.882  6.963
C  -1.305  -1.858  7.584
C  -4.273  -2.604  0.606
H  -2.489  -0.073  7.184
H  -1.297  0.766  5.211
H  1.140  -0.808  6.154
H  0.949  0.490  4.945
H  0.208  -0.937  3.243
H  1.604  -1.691  3.940
H  -0.299  -3.323  3.469
H  -0.990  -4.306  5.469
H  0.723  -2.628  7.189
H  -0.524  -3.828  7.511
H  -2.259  -2.400  7.722
H  -0.940  -1.625  8.607
H  -5.233  -2.646  1.115
H  -3.570  -3.223  1.171
H  -4.349  -2.895  -0.446
P  0.049  2.473  -2.234
P  0.501  -0.420  -3.464
C  1.667  1.663  -2.177
C  1.917  0.620  -3.042
C  0.478  4.179  -2.893
C  1.744  4.777  -2.817
C  1.981  6.043  -3.374
C  0.956  6.744  -4.013
C  -0.315  6.161  -4.101
C  -0.543  4.888  -3.568
C  -0.131  2.713  -0.422
C  -0.348  1.534  0.335
C  -0.490  1.625  1.714
C  -0.403  2.873  2.350
C  -0.221  4.034  1.587
C  -0.029  3.952  0.215
C  1.195  -0.793  -5.157
C  1.407  0.289  -6.042
C  2.061  0.095  -7.257
C  2.476  -1.184  -7.639
C  2.228  -2.269  -6.790
C  1.630  -2.064  -5.542
C  0.731  -2.037  -2.583
C  -0.355  -2.943  -2.654
C  -0.247  -4.209  -2.083
C  0.930  -4.584  -1.428
C  1.977  -3.668  -1.288
C  1.876  -2.384  -1.852
H  2.343  2.036  -1.404
H  2.832  0.491  -3.640
H  2.560  4.251  -2.321
H  2.972  6.501  -3.323
H  1.131  7.729  -4.449
H  -1.128  6.700  -4.596
H  -1.529  4.430  -3.671
H  -0.382  0.558  -0.168
H  -0.681  0.717  2.301
H  -0.470  2.925  3.434
H  -0.226  5.014  2.076
H  0.227  4.848  -0.376
H  1.090  1.292  -5.755
H  2.261  0.949  -7.914
H  2.989  -1.338  -8.587
H  2.508  -3.279  -7.091
H  1.533  -2.902  -4.846
H  -1.263  -2.645  -3.190
H  -1.086  -4.911  -2.166
H  1.024  -5.595  -1.028
H  2.877  -3.964  -0.750
H  2.691  -1.668  -1.744
O  -3.410  -2.128  3.815
C  -4.110  -1.089  3.733
O  -4.165  -0.304  2.703
H  -4.739  -0.755  4.583

As for the total charge: 0. The energy above the lowest of the compared OMol25 structures with the same formula, charge and spin comes out at 0.00 kJ/mol.

These are the Mulliken partial charges, in e, on atoms 1 to 8: number 1, Mg, carries 0.81; number 2, C, carries -0.52; number 3, C, carries -0.02; number 4, C, carries -1.01; number 5, C, carries 0.23; number 6, C, carries -0.52; number 7, C, carries -0.23; number 8, C, carries -0.95

(3)
Formula: C4H31NO11
Source: OMol25
Level of theory: ωB97M-V/def2-TZVPD

Element x y z (Å)
C  0.284  1.976  -2.172
C  1.470  1.472  -1.389
O  2.322  2.506  -0.948
C  2.391  0.375  -1.988
C  3.677  0.073  -1.177
N  3.288  -0.224  0.211
H  -0.356  1.117  -2.400
H  0.657  2.455  -3.085
H  -0.273  2.742  -1.648
H  1.024  0.834  -0.621
H  1.835  3.215  -0.497
H  1.838  -0.554  -1.962
H  2.418  0.520  -3.080
H  4.308  -0.680  -1.595
H  4.246  0.985  -1.135
H  2.389  -0.683  0.340
H  3.294  0.674  0.690
O  -1.791  -3.305  -1.989
H  -2.214  -2.435  -2.069
H  -1.153  -3.515  -2.666
O  -2.184  0.005  1.237
H  -1.851  -0.909  1.307
H  -2.567  0.149  0.368
O  -4.059  2.086  -0.680
H  -3.714  2.964  -0.882
H  -3.408  1.418  -0.910
O  0.416  -3.221  2.823
H  1.159  -3.832  2.942
H  0.864  -2.444  3.187
O  -2.003  -2.663  0.866
H  -1.244  -3.270  0.932
H  -2.200  -2.911  -0.056
O  0.309  1.136  1.978
H  -0.458  0.612  1.684
H  -0.216  1.553  2.718
O  -0.315  3.525  0.315
H  -0.603  3.966  1.117
H  -0.054  2.613  0.528
O  -3.622  -1.065  -2.050
H  -4.434  -0.935  -1.543
H  -3.694  -0.416  -2.772
O  -1.847  0.969  4.331
H  -1.672  0.030  4.241
H  -2.732  1.160  3.997
O  3.290  -2.797  1.373
H  3.673  -3.416  0.750
H  3.514  -1.856  1.381

Its structure (SMILES) is C[C@H](O)CCN.O.O.O.O.O.O.O.O.O.O. As for the total charge: 0. The energy above the lowest of the compared OMol25 structures with the same formula, charge and spin comes out at 228.18 kJ/mol.

These are the Mulliken partial charges, in e, on atoms 1 to 8: number 1, C, carries -1.38; number 2, C, carries 1.15; number 3, O, carries -0.56; number 4, C, carries -0.80; number 5, C, carries -0.84; number 6, N, carries -0.61; number 7, H, carries 0.21; number 8, H, carries 0.39

(4)
Formula: C20H24N5OPdS2SbSe4Si
Source: OMol25
Level of theory: ωB97M-V/def2-TZVPD

Element x y z (Å)
Pd  0.078  0.013  -0.809
C  2.062  -0.555  4.682
Si  3.386  0.126  3.552
C  3.289  1.990  3.435
C  5.060  -0.300  4.315
C  3.345  -0.662  1.850
C  4.402  -1.390  1.341
C  4.362  -1.917  0.050
C  3.232  -1.676  -0.702
N  2.188  -0.979  -0.258
C  2.219  -0.479  0.999
S  0.794  0.383  1.446
H  2.128  -0.108  5.677
H  2.164  -1.638  4.786
H  1.074  -0.346  4.271
H  3.627  2.453  4.366
H  2.269  2.314  3.228
H  3.920  2.356  2.621
H  5.136  0.168  5.300
H  5.889  0.072  3.707
H  5.190  -1.377  4.444
H  5.285  -1.554  1.951
H  5.185  -2.487  -0.360
H  3.150  -2.061  -1.712
N  -5.634  -0.747  -1.200
C  -4.712  -1.591  -1.712
O  -4.781  -2.058  -2.843
C  -3.595  -1.967  -0.789
C  -3.686  -1.940  0.593
C  -2.552  -2.215  1.336
C  -1.370  -2.487  0.672
N  -1.261  -2.517  -0.660
C  -2.366  -2.271  -1.360
H  -6.237  -0.309  -1.878
H  -5.406  -0.156  -0.403
H  -4.607  -1.659  1.084
H  -2.570  -2.168  2.416
H  -0.453  -2.652  1.227
H  -2.277  -2.257  -2.440
N  4.540  -0.415  -4.689
C  4.028  0.410  -3.754
S  4.982  1.483  -2.946
C  2.569  0.244  -3.517
C  1.929  -0.983  -3.777
C  0.586  -1.101  -3.538
N  -0.191  -0.079  -3.124
C  0.418  1.089  -2.873
C  1.807  1.280  -3.037
H  5.507  -0.294  -4.933
H  3.932  -0.930  -5.303
H  2.482  -1.861  -4.090
H  0.086  -2.054  -3.668
H  -0.226  1.908  -2.575
H  2.263  2.230  -2.798
Se  -4.809  2.993  -1.234
Sb  -4.070  2.580  1.041
Se  -2.006  1.430  -0.413
Se  -3.353  4.444  2.366
Se  -5.407  0.949  2.219

As for the total charge: -2.

These are the Mulliken partial charges, in e, on atoms 1 to 8: number 1, Pd, carries -0.02; number 2, C, carries -1.01; number 3, Si, carries 0.21; number 4, C, carries -1.05; number 5, C, carries -1.14; number 6, C, carries 0.12; number 7, C, carries 0.10; number 8, C, carries -1.12

The calculation returns the following gap between HOMO and LUMO values, one per record and in order: 10.59, 6.93, 9.17, 4.80 eV.
The calculation returns the following calculated total energy values, one per record and in order: -6696.0213, -66062.3363, -28663.3389, -331583.8238 eV.
The calculation returns the following strongest force on any atom values, one per record and in order: 0.0401, 0.0465, 0.0413, 0.0287 Eh/bohr.